[1]
The following is a DFT calculation (ωB97M-V/def2-TZVPD) of a molecular structure, C26H58LuP4Se.

The highest occupied orbital energy is -16.3 eV. The value obtained for the LUMO energy is -9.9195 eV. For the energy above the lowest of the compared OMol25 structures with the same formula, charge and spin, the calculation gives 0.0 kJ/mol. As for the largest force on an atom: 0.086 hartree/bohr. As for the net charge: +3. The HOMO-LUMO gap is 6.40 eV.

Each line ends with the Löwdin charge.
Positions of all 90 atoms, in Å:
Lu  0.44  -0.67  0.39  1.0324
P  2.53  0.17  1.91  0.7258
P  -1.13  1.80  0.43  0.7324
P  1.50  0.30  -1.90  0.6869
H  0.73  -4.36  -0.25  0.0588
C  1.46  -3.60  -0.55  0.1142
C  1.64  -2.46  0.20  -0.3398
H  1.05  -2.44  1.24  0.0439
C  2.70  -0.52  3.60  -0.2424
C  2.85  1.95  2.23  -0.2470
C  4.16  -0.37  1.23  -0.2297
C  -2.64  1.98  -0.61  -0.2455
C  -1.87  2.18  2.09  -0.2613
C  -0.27  3.38  0.05  -0.2676
C  2.50  -0.94  -2.78  -0.2460
C  2.75  1.64  -1.77  -0.2375
C  0.56  0.94  -3.34  -0.2369
H  2.24  -3.99  -1.24  0.1260
H  2.66  -2.07  0.19  0.0254
H  2.28  -1.52  3.63  0.0352
H  2.16  0.10  4.32  0.0604
H  3.76  -0.57  3.86  0.0659
H  1.93  2.43  2.60  0.0479
H  3.16  2.47  1.31  0.0471
H  3.64  2.05  3.00  0.0813
H  4.09  -1.36  0.76  0.0293
H  4.87  -0.46  2.07  0.0722
H  4.54  0.33  0.48  0.0484
H  -2.77  3.01  -0.96  0.0695
H  -3.53  1.65  -0.05  0.0439
H  -2.55  1.34  -1.51  0.0189
H  -1.95  3.26  2.27  0.0704
H  -1.23  1.74  2.87  0.0283
H  -2.88  1.74  2.12  0.0348
H  -0.85  4.22  0.46  0.0689
H  -0.16  3.51  -1.04  0.0462
H  0.73  3.38  0.50  0.0231
H  2.99  -0.42  -3.62  0.0744
H  1.87  -1.75  -3.17  0.0240
H  3.27  -1.36  -2.12  0.0494
H  3.23  1.74  -2.76  0.0727
H  3.53  1.39  -1.03  0.0207
H  2.28  2.59  -1.50  0.0465
H  1.29  1.22  -4.11  0.0775
H  -0.02  1.82  -3.04  0.0466
H  -0.11  0.18  -3.73  0.0284
C  -1.09  -2.84  -3.81  -0.4971
C  0.11  -3.58  -3.95  -0.1187
C  0.22  -4.44  -5.07  -0.0587
C  -0.59  -4.28  -6.20  -0.0325
C  -1.71  -3.42  -6.08  -0.0311
C  -1.98  -2.83  -4.85  -0.1577
Se  -1.78  -1.80  -2.20  0.8094
H  -2.35  -3.04  -1.62  -0.1143
H  0.90  -3.60  -3.20  0.0579
H  0.99  -5.24  -5.05  0.1239
H  -0.30  -4.84  -7.10  0.1309
H  -2.36  -3.27  -6.93  0.1248
H  -2.90  -2.29  -4.68  0.0954
C  -3.03  -0.58  4.01  -0.0894
C  -2.16  -1.79  3.72  -0.5348
C  -0.81  -1.58  4.44  -0.1207
P  -1.87  -2.20  1.89  1.0382
C  -1.21  -3.95  1.97  -0.5516
C  -1.58  -4.89  3.14  -0.0760
C  -1.44  -4.74  0.71  -0.1271
C  -3.56  -2.58  1.21  -0.5547
C  -4.51  -3.26  2.17  -0.0698
C  -4.21  -1.36  0.55  -0.1187
H  -4.09  -0.77  3.80  0.0802
H  -2.68  0.30  3.44  0.0306
H  -2.93  -0.36  5.09  0.1048
H  -2.61  -2.72  4.11  0.0963
H  -1.01  -1.39  5.51  0.1026
H  -0.12  -2.43  4.41  0.0727
H  -0.27  -0.70  4.08  0.0492
H  -0.14  -3.73  2.08  0.0590
H  -2.49  -5.45  2.93  0.0791
H  -0.77  -5.64  3.18  0.1054
H  -1.67  -4.45  4.13  0.0761
H  -1.65  -4.13  -0.16  0.0129
H  -0.53  -5.29  0.50  0.0712
H  -2.22  -5.49  0.81  0.1094
H  -3.38  -3.30  0.41  0.0669
H  -4.64  -2.70  3.09  0.0716
H  -5.51  -3.37  1.71  0.1071
H  -4.20  -4.27  2.41  0.0740
H  -3.64  -1.04  -0.34  0.0013
H  -5.23  -1.60  0.20  0.1057
H  -4.27  -0.50  1.25  0.0727

---

[2]
The following is a DFT calculation (ωB97M-V/def2-TZVPD) of C5H9NO in the gas phase.

The highest occupied orbital energy is -8.8 eV. The value obtained for the LUMO energy is 1.0420 eV. For the energy above the lowest of the compared OMol25 structures with the same formula, charge and spin, the calculation gives 539.7 kJ/mol. Its structure (SMILES) is C[C@H]1N[C@H]1[C@H]1CO1. As for the largest force on an atom: 0.071 hartree/bohr. The HOMO-LUMO gap is 9.89 eV.

Each line ends with the Löwdin charge.
Positions of all 16 atoms, in Å:
C  -2.10  -0.39  0.04  -0.0508
C  -1.20  0.57  0.77  -0.3386
N  -0.20  0.16  1.77  0.0843
C  0.24  0.69  0.47  -0.2901
C  1.00  0.02  -0.57  -0.3458
C  2.41  -0.37  -0.64  -0.1054
O  1.37  -1.35  -0.50  -0.0165
H  -2.48  0.08  -0.88  0.0809
H  -2.96  -0.68  0.65  0.0747
H  -1.55  -1.29  -0.25  0.0804
H  -1.68  1.50  1.09  0.1322
H  -0.13  -0.86  1.85  0.1139
H  0.56  1.73  -0.11  0.1779
H  0.69  0.91  -1.35  0.1740
H  2.85  -0.38  -1.64  0.1130
H  3.11  -0.23  0.18  0.1157

---

[3]
The following is a DFT calculation (ωB97M-V/def2-TZVPD) of 6 unconnected molecules or ions with the total composition C54H74Br2F5INO3P2S.

The highest occupied orbital energy is -10.7 eV. The value obtained for the LUMO energy is -2.2008 eV. For the energy above the lowest of the compared OMol25 structures with the same formula, charge and spin, the calculation gives 0.0 kJ/mol. As for the largest force on an atom: 0.046 hartree/bohr. As for the net charge: +1. The HOMO-LUMO gap is 8.54 eV.

Each line ends with the Löwdin charge.
Positions of all 143 atoms, in Å:
C  -3.55  -3.88  0.98  -0.1078
C  -4.82  -3.61  1.80  -0.2392
C  -5.17  -2.14  1.97  -0.2291
C  -5.36  -1.38  0.65  -0.2078
C  -5.75  0.10  0.86  -0.1776
C  -4.66  1.11  0.42  -0.2015
C  -3.89  1.66  1.62  -0.2118
C  -2.75  2.63  1.29  -0.1758
C  -1.79  2.21  0.17  -0.1595
C  -0.32  1.91  0.59  -0.1344
C  0.07  0.42  0.55  -0.3213
S  -0.84  -0.40  1.89  0.7035
O  -1.19  0.54  2.89  -0.1883
O  -0.20  -1.60  2.32  -0.2328
F  -2.11  -0.85  1.09  -0.1324
C  -0.18  -0.15  -0.87  -0.0941
N  0.77  -1.27  -1.16  -0.2747
C  -0.09  -2.52  -1.22  -0.1692
C  -0.97  -2.62  -2.45  -0.3146
C  -1.80  -3.91  -2.37  -0.6383
I  -2.29  -4.57  -4.35  0.8226
P  1.82  -1.01  -2.68  1.0243
C  2.15  -2.64  -3.44  -0.2383
C  0.82  -0.05  -3.88  -0.2304
C  1.63  -1.33  0.11  -0.3120
P  3.30  -2.21  -0.07  0.9356
C  3.80  -2.37  1.68  -0.2036
O  2.89  -3.77  -0.47  -0.3087
C  1.59  0.08  0.70  -0.3894
F  2.00  0.10  2.03  0.0280
C  2.46  1.15  0.04  -0.1162
C  3.96  1.05  0.40  -0.1537
C  4.84  1.21  -0.82  -0.8193
F  4.64  0.22  -1.73  -0.0853
Br  4.47  2.93  -1.68  0.8812
C  6.36  1.17  -0.41  -0.9118
F  6.54  0.19  0.50  0.0518
F  6.72  2.35  0.13  0.0167
Br  7.48  0.87  -1.96  0.8745
H  -3.20  -4.88  1.23  0.0760
H  -3.73  -3.89  -0.09  0.0485
H  -2.73  -3.21  1.24  0.0486
H  -4.64  -4.02  2.80  0.1000
H  -5.64  -4.16  1.35  0.1143
H  -6.13  -2.08  2.49  0.1063
H  -4.45  -1.59  2.58  0.1074
H  -6.10  -1.88  0.03  0.1152
H  -4.41  -1.46  0.10  0.0804
H  -6.04  0.27  1.89  0.1096
H  -6.58  0.27  0.18  0.1049
H  -4.03  0.59  -0.31  0.0837
H  -5.17  1.94  -0.05  0.1151
H  -4.62  2.23  2.20  0.1204
H  -3.57  0.86  2.28  0.0857
H  -3.18  3.60  1.04  0.1146
H  -2.19  2.79  2.21  0.1039
H  -1.70  3.07  -0.50  0.1017
H  -2.19  1.41  -0.44  0.0875
H  0.32  2.40  -0.13  0.1016
H  -0.09  2.36  1.55  0.1340
H  -1.23  -0.42  -0.92  0.1167
H  -0.10  0.72  -1.53  0.1159
H  -0.73  -2.56  -0.34  0.1249
H  0.57  -3.38  -1.14  0.1051
H  -1.68  -1.80  -2.45  0.1148
H  -0.42  -2.55  -3.39  0.0408
H  -1.29  -4.70  -1.83  0.0553
H  -2.76  -3.68  -1.91  0.0162
H  3.22  -2.83  -3.44  0.0452
H  1.64  -3.48  -2.99  0.0399
H  1.82  -2.59  -4.48  0.0581
H  0.65  0.94  -3.48  0.0027
H  1.47  0.06  -4.75  0.0650
H  -0.13  -0.50  -4.15  0.0473
H  1.07  -2.05  0.70  0.0975
H  4.81  -1.97  1.78  0.0461
H  3.17  -1.81  2.37  0.0124
H  3.82  -3.41  1.99  0.0641
H  2.15  -4.10  0.05  0.0592
H  2.31  1.21  -1.04  0.0756
H  2.10  2.09  0.44  0.1139
H  4.21  0.16  0.96  0.0924
H  4.22  1.90  1.03  0.1349
C  8.21  -2.49  -0.50  -0.1026
C  6.89  -2.64  -0.91  -0.1250
C  6.42  -3.89  -1.29  -0.1017
C  7.27  -4.99  -1.26  -0.0903
C  8.58  -4.84  -0.85  -0.0884
C  9.06  -3.59  -0.48  -0.0841
H  8.58  -1.51  -0.21  0.0801
H  6.23  -1.79  -0.94  0.0410
H  5.39  -4.00  -1.61  0.0761
H  6.90  -5.96  -1.55  0.1022
H  9.24  -5.70  -0.82  0.1040
H  10.08  -3.47  -0.16  0.1047
C  3.80  -1.82  7.32  -0.0876
C  4.34  -0.60  6.94  -0.0888
C  4.00  -0.03  5.72  -0.0883
C  3.11  -0.69  4.88  -0.1044
C  2.57  -1.90  5.26  -0.0971
C  2.91  -2.47  6.48  -0.0890
H  4.07  -2.26  8.27  0.1042
H  5.03  -0.09  7.60  0.1039
H  4.43  0.92  5.43  0.1008
H  2.84  -0.25  3.93  0.0690
H  1.87  -2.41  4.61  0.0957
H  2.49  -3.42  6.77  0.1026
C  -7.53  -1.98  5.48  -0.1025
C  -8.78  -2.53  5.72  -0.0937
C  -8.90  -3.88  6.02  -0.0923
C  -7.76  -4.68  6.09  -0.0938
C  -6.51  -4.13  5.85  -0.0997
C  -6.40  -2.78  5.54  -0.1117
H  -7.44  -0.93  5.24  0.0992
H  -9.66  -1.91  5.68  0.1016
H  -9.87  -4.31  6.21  0.1024
H  -7.86  -5.73  6.33  0.1016
H  -5.63  -4.75  5.91  0.0992
H  -5.42  -2.35  5.35  0.0965
C  -1.30  4.03  -4.08  -0.0845
C  -0.26  3.54  -3.30  -0.1147
C  1.06  3.70  -3.71  -0.1128
C  1.34  4.36  -4.89  -0.0801
C  0.30  4.86  -5.67  -0.0800
C  -1.01  4.70  -5.27  -0.0827
H  -2.33  3.91  -3.76  0.1037
H  -0.49  3.02  -2.37  0.0669
H  1.86  3.30  -3.10  0.0480
H  2.37  4.49  -5.21  0.1063
H  0.52  5.39  -6.59  0.1096
H  -1.82  5.08  -5.88  0.1090
C  -2.40  9.27  -5.60  -0.0961
C  -1.62  9.90  -6.55  -0.0936
C  -0.23  9.79  -6.49  -0.0941
C  0.36  9.06  -5.48  -0.0993
C  -0.42  8.43  -4.52  -0.1089
C  -1.80  8.54  -4.58  -0.1042
H  -3.48  9.35  -5.64  0.1007
H  -2.08  10.47  -7.35  0.1021
H  0.38  10.29  -7.24  0.1017
H  1.44  8.97  -5.43  0.0999
H  0.04  7.85  -3.73  0.0984
H  -2.42  8.05  -3.83  0.0984

---

[4]
The following is a DFT calculation (ωB97M-V/def2-TZVPD) of a gas-phase ion, C48H56N3O (charge +1).

The highest occupied orbital energy is -10.4 eV. The value obtained for the LUMO energy is -2.9340 eV. For the energy above the lowest of the compared OMol25 structures with the same formula, charge and spin, the calculation gives 0.0 kJ/mol. As for the largest force on an atom: 0.072 hartree/bohr. As for the net charge: +1. The HOMO-LUMO gap is 7.48 eV.

Each line ends with the Löwdin charge.
Positions of all 108 atoms, in Å:
C  -2.17  -2.35  -2.74  -0.0556
C  -2.71  -1.98  -1.36  -0.3749
C  -3.56  -3.11  -0.78  -0.0674
C  -3.46  -0.65  -1.40  -0.1267
C  -4.83  -0.58  -1.61  -0.0146
C  -5.45  0.63  -1.91  -0.0308
C  -4.66  1.78  -2.02  -0.0216
C  -3.29  1.74  -1.80  -0.1141
C  -2.50  3.05  -2.03  -0.3808
C  -2.69  3.97  -0.83  -0.0532
C  -2.88  3.78  -3.33  -0.0672
C  -2.71  0.54  -1.35  -0.0803
N  -1.27  0.42  -1.15  0.0603
N  -0.55  0.42  -2.31  0.2228
N  0.75  0.38  -1.96  0.0526
C  1.84  0.38  -2.93  -0.0951
C  2.42  1.59  -3.36  -0.1181
C  1.70  2.92  -3.07  -0.3694
C  0.53  3.04  -4.03  -0.0593
C  2.62  4.15  -3.15  -0.0672
C  3.59  1.60  -4.13  -0.0092
C  4.15  0.40  -4.57  -0.0319
C  3.54  -0.81  -4.22  -0.0164
C  2.40  -0.82  -3.40  -0.1401
C  1.78  -2.20  -3.09  -0.3820
C  2.82  -3.21  -2.61  -0.0601
C  1.03  -2.71  -4.31  -0.0584
C  0.87  0.45  -0.57  -0.1188
C  2.12  0.80  0.09  -0.1675
C  2.11  1.77  1.11  -0.0335
C  3.25  2.00  1.84  -0.0584
C  4.43  1.32  1.52  -0.0491
C  4.46  0.40  0.48  -0.0463
C  3.31  0.12  -0.25  -0.0054
C  -0.37  0.30  -0.01  -0.0674
C  -0.58  0.36  1.48  -0.0114
H  -1.55  -1.54  -3.15  0.0528
H  -1.56  -3.26  -2.69  0.0817
H  -2.99  -2.54  -3.45  0.1005
H  -1.86  -1.82  -0.70  0.1209
H  -4.00  -2.80  0.17  0.0898
H  -4.37  -3.40  -1.47  0.0819
H  -2.93  -3.98  -0.60  0.0854
H  -5.43  -1.49  -1.56  0.1146
H  -6.52  0.68  -2.07  0.1169
H  -5.15  2.73  -2.28  0.1186
H  -1.45  2.75  -2.11  0.0923
H  -2.41  3.45  0.10  0.0789
H  -2.07  4.87  -0.93  0.0848
H  -3.74  4.28  -0.75  0.0912
H  -2.72  3.14  -4.21  0.0896
H  -3.92  4.11  -3.32  0.0769
H  -2.25  4.67  -3.45  0.0783
H  1.32  2.84  -2.04  0.1264
H  -0.13  2.16  -3.94  0.0631
H  -0.05  3.94  -3.81  0.0748
H  0.88  3.09  -5.07  0.1025
H  3.51  4.02  -2.53  0.0889
H  2.92  4.35  -4.18  0.0826
H  2.07  5.02  -2.78  0.0854
H  4.06  2.55  -4.42  0.1166
H  5.06  0.41  -5.18  0.1177
H  3.96  -1.75  -4.59  0.1226
H  1.07  -2.02  -2.28  0.1176
H  3.43  -2.81  -1.80  0.0734
H  2.31  -4.10  -2.24  0.0870
H  3.49  -3.51  -3.42  0.0794
H  0.33  -1.96  -4.70  0.0837
H  1.72  -2.97  -5.12  0.0891
H  0.45  -3.61  -4.06  0.0793
H  1.21  2.37  1.29  0.1177
H  3.21  2.72  2.66  0.1137
H  5.34  1.53  2.09  0.1182
H  5.37  -0.13  0.22  0.1145
H  3.28  -0.59  -1.08  0.1050
H  -0.42  1.48  1.68  0.1195
H  -1.52  -0.11  1.81  0.1161
C  -2.97  0.62  9.00  -0.0547
O  -1.98  1.38  8.27  -0.0849
C  -1.56  0.97  7.04  -0.2617
C  -0.62  1.77  6.35  0.0085
C  -0.16  1.37  5.09  -0.0312
C  -0.65  0.23  4.40  -0.1709
C  -0.01  -0.21  3.03  -0.1451
C  0.47  -1.61  3.06  -0.1903
C  1.20  -2.01  1.96  -0.0387
C  1.78  -3.26  1.86  -0.0289
C  1.63  -4.19  2.91  -0.2758
C  2.20  -5.56  2.74  -0.0580
C  0.97  -3.79  4.08  -0.0285
C  0.46  -2.50  4.18  -0.0122
C  -1.58  -0.54  5.13  -0.0600
C  -2.06  -0.20  6.41  -0.0031
H  -3.18  1.22  9.88  0.0924
H  -3.88  0.49  8.42  0.0897
H  -2.57  -0.34  9.30  0.0943
H  -0.22  2.66  6.84  0.1225
H  0.67  1.93  4.66  0.1095
H  0.90  0.42  3.03  0.1003
H  1.41  -1.26  1.20  0.0839
H  2.36  -3.53  0.97  0.1123
H  1.61  -6.31  3.28  0.0816
H  2.20  -5.83  1.68  0.0777
H  3.23  -5.64  3.10  0.0881
H  0.90  -4.47  4.94  0.1211
H  0.11  -2.15  5.16  0.1059
H  -1.89  -1.51  4.75  0.1127
H  -2.76  -0.86  6.94  0.1101